17
Properties=species:S:1:pos:R:3:forces:R:3 method="wB97M-V/def2-TZVPD" multiplicity=2 largest_force_ha_per_bohr=0.1029 homo_lumo_gap_ev="8.63 / 4.74" charge=+1 total_energy_ha=-362.859075
C 0.61050 -0.16797 0.03992 3.99 -3.13 -1.33
C -1.72391 -0.50853 0.16096 1.16 -2.46 -1.37
N -0.56236 -0.89249 -0.20782 -2.98 3.78 2.19
H 1.19955 -0.86954 0.65348 -0.07 0.59 0.45
H 0.66167 0.84853 0.40806 -1.07 0.35 -0.12
H 1.27406 -0.25816 -0.85931 -0.49 0.65 0.08
H -2.56302 -1.11207 -0.14971 -0.61 0.16 -0.13
H -1.83421 0.36257 0.80776 0.10 -0.11 0.23
H -4.04400 0.77263 -2.26607 -0.59 -0.29 0.13
H -3.12224 1.04392 -1.17126 -0.20 0.28 0.28
O -3.97536 0.61370 -1.31059 0.82 0.18 -0.53
H 2.75349 2.50044 -2.75834 0.12 -0.53 -0.17
H 1.48972 2.52564 -2.00845 -0.18 -0.22 -0.04
O 2.06931 1.88762 -2.44565 -0.01 0.74 0.29
H 2.13027 -1.93517 3.12771 0.18 0.25 0.17
H 3.14049 -2.19896 4.28157 -0.09 0.14 -0.13
O 2.49601 -2.61216 3.69773 -0.08 -0.37 0.00